ORCA calculation (the ωB97M-V functional and the def2-TZVPD basis) on a molecular structure, C6H13N2O4S2 at a distorted geometry.

Energy relative to the best compared isomer or geometry (same formula, charge and spin), kcal per mole: 48.1
LUMO energy, eV: -2.77
Largest force on an atom, Eh/bohr: 0.0575
Orbital gap, eV: 10.8323
Total charge: +1
DFT total energy, Eh: -1442.91340

Each line ends with the Löwdin charge.
Cartesian coordinates (Å):
C -1.3145 0.2706 0.0187  -0.34
C -2.3320 -0.7470 0.5379  -0.08
C -3.6598 0.0722 0.5082  -0.15
C -3.2370 1.5326 0.3480  -0.17
C 4.3315 0.5662 0.5576  -0.04
C 1.3498 -1.8049 -1.7013  -0.06
N -1.8426 1.4811 -0.0898  0.11
N -0.0724 0.0246 -0.2444  -0.08
O 2.5553 0.6119 -1.2961  -0.29
O 1.7152 1.7159 0.6564  -0.22
O 2.1169 -0.8395 0.6334  -0.39
O 0.0840 -2.2176 0.8602  -0.22
S 2.5918 0.7734 0.1183  0.69
S 0.7335 -1.3190 -0.0162  0.79
H -2.1363 -1.6684 -0.1431  0.15
H -2.1657 -0.8833 1.6242  0.14
H -4.0873 -0.4273 -0.3794  0.12
H -4.3188 0.0685 1.4570  0.15
H -3.6412 2.1621 -0.5262  0.14
H -3.5132 2.1381 1.3211  0.16
H 4.6623 1.1432 1.4053  0.09
H 4.4537 -0.4696 0.7625  0.07
H 4.8257 0.9461 -0.2558  0.05
H 1.1585 -0.9359 -2.3726  0.09
H 2.4210 -1.9498 -1.5879  0.07
H 0.7320 -2.6182 -2.0471  0.07
H -1.4107 2.3742 -0.1488  0.16